C2H3N3O2 | ωB97M-V/def2-TZVPD

Summary:
SMILES: O=C1NN1/C=N/O
LUMO: 0.452 eV
total charge: 0
E_HOMO: -0.3115 Eh
multiplicity: 1
ΔE to the lowest compared entry with this formula, charge and spin: 143.42 kcal per mole

Geometry as XYZ:
```
10
C2H3N3O2 (ωB97M-V/def2-TZVPD)
C -0.477 -0.154 -0.261
C 1.419 0.160 -2.155
N 0.148 0.812 -1.016
N 1.565 0.863 -1.116
N 0.067 -0.790 0.632
O 1.183 -0.425 -3.131
O -0.664 -1.593 1.511
H -1.604 0.053 -0.380
H 2.337 0.834 -0.421
H -0.021 -2.176 1.951
```

Mulliken population analysis, charges in e, atoms 1 to 6: atom 1 (C): 0.11, atom 2 (C): 0.62, atom 3 (N): -0.53, atom 4 (N): -0.06, atom 5 (N): -0.38, atom 6 (O): -0.35

***

C6H9N3O2S | ωB97M-V/def2-TZVPD

Summary:
SMILES: O=C1O[C@@]23NCNCN2[C@@H]1CS3
LUMO: 0.698 eV
total charge: 0
E_HOMO: -0.3272 Eh
multiplicity: 1
ΔE to the lowest compared entry with this formula, charge and spin: 37.33 kcal per mole

Geometry as XYZ:
```
21
C6H9N3O2S (ωB97M-V/def2-TZVPD)
C -0.604 1.501 1.182
C -2.096 -0.450 1.485
C 1.202 0.101 -1.979
C 1.552 -0.663 0.206
C -0.589 0.060 1.544
C -0.647 0.150 -0.571
N -0.200 0.003 -1.878
N 0.039 -0.631 0.430
N 1.888 -0.878 -1.108
O -0.554 1.508 -0.194
O -0.756 2.447 1.889
S -2.573 -0.331 -0.296
H -2.028 -1.613 1.682
H -2.750 0.143 2.215
H 1.594 0.058 -2.982
H 1.558 1.021 -1.461
H 2.062 0.316 0.532
H 1.879 -1.544 0.832
H -0.072 -0.043 2.480
H -0.599 0.636 -2.494
H 1.693 -1.790 -1.514
```

Mulliken population analysis, charges in e, atoms 1 to 6: atom 1 (C): 0.39, atom 2 (C): -0.62, atom 3 (C): -0.81, atom 4 (C): -0.55, atom 5 (C): -0.35, atom 6 (C): 0.50

***

C26H21F2N4O10PtS | ωB97M-V/def2-TZVPD

Summary:
LUMO (spin up / spin down): -3.712 / -6.288 eV
total charge: +1
<S²>: 6.02
E_HOMO (spin up / spin down): -0.4255 / -0.4257 Eh
multiplicity: 5
ΔE to the lowest compared entry with this formula, charge and spin: 20.81 kcal per mole

Geometry as XYZ:
```
65
C26H21F2N4O10PtS (ωB97M-V/def2-TZVPD)
Pt 0.127 0.430 0.747
C 3.062 -5.892 -2.108
C 2.607 -4.688 -2.923
C 1.836 -5.047 -4.181
C 0.514 -5.721 -3.835
C -0.275 -4.878 -2.864
C -1.640 -4.984 -2.779
C -2.363 -4.196 -1.879
F -3.688 -4.336 -1.848
C -1.762 -3.296 -1.057
C -0.365 -3.165 -1.123
C 0.314 -2.221 -0.279
O -0.411 -1.535 0.586
C 1.692 -2.101 -0.383
C 2.362 -2.928 -1.275
N 1.760 -3.795 -2.063
C 0.373 -3.952 -2.019
C 2.567 -1.246 0.490
O 3.728 -1.514 0.638
O 1.998 -0.198 1.117
H 3.659 -6.556 -2.735
H 2.212 -6.455 -1.715
H 3.678 -5.577 -1.264
H 3.473 -4.090 -3.197
H 2.457 -5.703 -4.789
H 1.648 -4.140 -4.761
H 0.697 -6.705 -3.394
H -0.076 -5.889 -4.735
H -2.177 -5.676 -3.419
H -2.339 -2.687 -0.376
H 3.442 -2.870 -1.329
F -0.642 6.863 0.014
C -1.458 5.921 -0.460
C -1.004 4.924 -1.200
N -1.851 3.935 -1.716
C -1.300 2.727 -2.292
C -0.721 1.795 -1.264
O -0.129 0.746 -1.566
O -0.848 2.091 0.000
C -3.207 3.929 -1.439
O -3.947 3.039 -1.805
N -3.635 5.006 -0.693
C -2.871 6.028 -0.112
O -3.366 6.866 0.597
H 0.048 4.847 -1.441
H -0.532 2.955 -3.029
H -2.110 2.198 -2.788
H -4.624 5.025 -0.490
N 0.070 0.439 2.996
C 0.101 1.712 3.729
C -0.494 2.846 3.196
C -0.448 4.039 3.897
C 0.232 4.050 5.107
C 0.811 2.928 5.671
C 0.744 1.743 4.955
S 0.363 5.666 6.016
O -1.013 5.686 6.596
O 0.558 6.713 5.052
O 1.371 5.530 7.032
H 0.896 -0.108 3.218
H -0.747 -0.108 3.251
H -1.002 2.808 2.243
H -0.890 4.946 3.501
H 1.323 2.983 6.623
H 1.210 0.848 5.355
```

Mulliken population analysis, charges in e, atoms 1 to 6: atom 1 (Pt): 1.51, atom 2 (C): -1.32, atom 3 (C): -0.26, atom 4 (C): -1.06, atom 5 (C): -1.07, atom 6 (C): 0.94

***

Number 1: electronic energy -392.56499 Eh. Number 2: electronic energy -946.93033 Eh. Number 3: electronic energy -2691.73896 Eh.